This record from the Open Molecules 2025 dataset describes a molecular structure, C21H30N3O3OsPS2 at a distorted geometry. The level of theory is ωB97M-V/def2-TZVPD.

```
61
Properties=species:S:1:pos:R:3:forces:R:3:mulliken_spin:R:1
Os -0.031 -0.342 1.571 -0.4 -0.4 -0.6 1.8641
C -1.611 4.025 3.983 0.3 1.0 1.5 0.0092
S -2.286 2.437 4.575 -1.1 2.9 1.4 -0.0534
C -1.688 1.303 3.575 2.6 2.0 -2.7 -0.0100
S -0.580 1.806 2.124 -0.8 -0.8 1.5 0.1141
N -1.945 0.110 3.861 -0.2 -2.2 0.8 -0.0156
N -1.260 -0.751 3.132 -0.8 -5.2 -1.8 -0.1700
C -1.695 -2.134 3.206 1.2 3.8 -0.7 0.3435
C -1.296 -2.995 2.128 1.1 -0.1 0.6 0.0640
C -1.649 -4.352 2.035 0.1 -0.3 -2.1 0.0863
C -1.380 -5.006 0.820 1.1 0.9 -1.1 0.0191
C -0.623 -4.345 -0.223 -1.3 -1.0 2.5 0.0674
C -0.161 -3.111 0.083 -0.3 0.9 -0.1 0.0276
N -0.467 -2.431 1.190 -0.9 0.3 0.5 0.0341
H -2.068 4.792 4.656 0.2 -0.8 -0.3 0.0007
H -1.863 4.372 2.993 -0.1 -0.5 -0.5 -0.0011
H -0.523 4.123 4.183 -0.6 -0.4 -0.3 -0.0049
H -2.409 -2.379 3.964 -0.2 -0.1 0.3 0.0064
H -2.211 -4.920 2.750 -0.2 0.3 0.6 0.0052
H -1.713 -6.014 0.613 -0.1 0.0 0.3 -0.0003
H -0.375 -4.718 -1.185 -0.1 -0.8 -0.5 0.0023
H 0.334 -2.542 -0.663 0.7 0.4 -0.5 0.0048
C -4.049 1.317 -1.139 0.0 -0.4 -0.7 0.0009
C -2.865 0.410 -0.814 -0.8 0.9 0.8 0.0029
O -1.642 1.142 -0.973 0.8 0.2 0.2 0.0120
P -0.189 0.573 -0.618 -0.5 0.4 -0.5 0.1179
O 0.206 -0.424 -1.801 -0.1 0.1 -0.3 0.0097
C 0.112 -0.049 -3.247 -0.7 -1.7 1.1 0.0037
C -0.427 -1.203 -4.048 -0.5 -0.6 1.0 -0.0005
O 0.692 1.878 -0.803 0.1 0.7 -0.6 -0.0059
C 0.408 3.091 -1.673 -0.1 0.1 0.5 0.0008
C 1.632 3.985 -1.646 0.6 0.7 0.5 0.0011
H -4.958 0.701 -1.068 0.2 0.2 0.1 0.0001
H -3.951 1.574 -2.211 -0.2 0.3 0.6 0.0004
H -4.178 2.215 -0.518 0.3 -0.4 -0.2 -0.0003
H -2.853 -0.361 -1.539 0.0 -1.1 -0.6 0.0009
H -2.963 -0.006 0.204 0.3 0.1 -0.3 -0.0054
H 1.092 0.130 -3.594 1.2 0.6 0.0 0.0017
H -0.529 0.783 -3.331 -0.5 1.1 -0.1 -0.0004
H 0.055 -2.149 -3.775 0.2 0.3 -0.3 0.0004
H -0.249 -0.944 -5.063 0.3 -0.1 -1.1 0.0002
H -1.500 -1.390 -3.959 0.0 0.3 0.2 0.0000
H -0.476 3.590 -1.218 0.6 -0.5 -0.5 0.0008
H 0.238 2.785 -2.699 -0.4 -0.3 0.1 0.0008
H 1.886 4.159 -0.602 0.0 0.2 0.2 0.0001
H 1.519 5.008 -2.104 -0.4 -1.2 0.3 0.0003
H 2.537 3.542 -2.089 -0.5 -0.1 -0.1 0.0004
C 2.214 -0.895 2.005 -3.0 2.6 0.7 0.1468
C 2.698 -0.621 0.703 2.2 -0.4 -0.3 0.0488
C 3.163 -1.724 -0.150 -2.7 2.0 3.5 0.3475
C 3.951 -1.477 -1.245 2.0 -0.5 -2.4 0.2293
C 4.483 -0.228 -1.565 0.7 -1.6 -0.7 0.1385
C 4.189 0.777 -0.704 -0.4 0.7 0.1 0.2078
C 3.296 0.634 0.381 -1.3 0.4 1.7 0.3303
H 1.998 -0.104 2.756 1.5 -0.1 -0.4 0.0008
H 1.774 -1.774 2.378 0.6 -1.9 0.1 -0.0077
H 2.854 -2.661 0.287 0.4 -0.6 -0.8 0.0153
H 4.260 -2.365 -1.801 0.0 0.4 -0.2 0.0015
H 5.267 -0.086 -2.318 -0.6 -0.3 0.1 0.0101
H 4.663 1.716 -0.830 0.4 0.9 -0.1 0.0067
H 3.138 1.521 1.061 0.2 -1.1 -0.8 -0.0119
```
Positions in Å, forces in eV/Å.

Summary:
Expectation value of S²: 6.1797
Spin multiplicity: 5
Total charge: +2
F_max in Eh/bohr: 0.108
Relative energy (zero: lowest compared OMol25 entry of this formula, charge and spin) in eV: 3.0173

This record from the Open Molecules 2025 dataset describes a molecular structure, C4H6O7Sc at a distorted geometry. The level of theory is ωB97M-V/def2-TZVPD.

```
18
Properties=species:S:1:pos:R:3:forces:R:3:mulliken_spin:R:1
O 1.489 1.225 1.128 0.1 -1.8 -1.1 0.0033
C 1.637 0.076 0.409 2.4 1.2 0.5 -0.0022
C 1.555 0.316 -1.100 -0.2 0.1 0.2 0.0001
O 2.873 0.730 -1.519 -0.5 -0.7 -1.1 0.0000
C 3.772 0.219 -0.741 0.1 2.3 1.5 0.0002
O 3.393 -0.165 0.395 -0.6 -0.7 -0.1 0.0001
O 4.990 0.460 -1.066 0.0 -0.2 -0.5 0.0000
H 1.622 1.077 2.073 0.1 -0.1 0.0 -0.0005
H 1.535 -0.937 0.804 -0.8 0.7 0.2 0.0003
H 0.878 1.138 -1.349 0.1 -0.2 0.1 -0.0001
H 1.297 -0.596 -1.643 0.0 0.1 0.1 0.0000
H 5.563 0.587 -0.293 0.2 -0.4 0.1 0.0000
O -2.042 0.021 -0.993 0.5 0.2 0.1 0.0000
C -1.774 0.266 0.273 0.6 -1.7 -0.1 -0.0202
O -0.740 -0.227 0.849 -0.9 -0.1 0.6 -0.0054
O -2.633 0.852 0.965 -1.0 0.5 1.7 -0.0024
Sc -2.139 0.052 2.896 0.2 0.5 -2.4 1.0270
H -1.372 -0.582 -1.369 -0.4 0.3 0.1 -0.0003
```
Positions in Å, forces in eV/Å.

Summary:
Expectation value of S²: 0.7507
Spin multiplicity: 2
Total charge: +2
F_max in Eh/bohr: 0.054

This record from the Open Molecules 2025 dataset describes a molecular structure, C26H62AsN2O3RuS2Si6Te2. The level of theory is ωB97M-V/def2-TZVPD.

```
105
Properties=species:S:1:pos:R:3:forces:R:3:lowdin_charge:R:1
Ru -1.072 -0.531 0.315 0.1 -0.2 0.3 0.1990
C -1.536 -4.571 -3.181 0.0 0.0 0.0 -0.1719
Si -0.785 -5.421 -1.701 0.0 0.0 0.0 0.3997
C 0.741 -6.396 -2.150 0.0 0.0 0.0 -0.1749
C -2.033 -6.523 -0.843 0.0 0.0 0.0 -0.1860
C -0.253 -4.054 -0.494 -0.1 0.0 0.0 -0.5248
Te -1.931 -2.971 0.258 0.0 -0.1 0.0 1.3970
C -2.266 -4.079 2.053 0.1 -0.1 0.1 -0.5362
Si -1.182 -4.314 3.586 0.0 0.0 0.0 0.4291
C -1.514 -2.915 4.783 0.0 0.0 0.0 -0.1659
C 0.639 -4.509 3.195 0.0 0.0 -0.1 -0.1652
C -1.771 -5.916 4.347 0.0 0.0 0.0 -0.1754
H -2.001 -5.290 -3.859 0.0 0.0 0.0 0.0404
H -0.777 -4.022 -3.743 0.0 0.0 0.0 0.0378
H -2.302 -3.852 -2.885 0.0 0.0 0.0 0.0213
H 0.504 -7.183 -2.869 0.0 0.0 0.0 0.0383
H 1.181 -6.873 -1.271 0.0 0.0 0.0 0.0339
H 1.500 -5.755 -2.602 0.0 0.0 0.0 0.0356
H -2.347 -7.325 -1.514 0.0 0.0 0.0 0.0400
H -2.935 -5.978 -0.553 0.0 0.0 0.0 0.0196
H -1.608 -6.991 0.049 0.0 0.0 0.0 0.0339
H 0.347 -3.311 -1.025 0.0 0.0 0.0 -0.0174
H 0.323 -4.419 0.354 0.1 0.0 0.1 -0.0006
H -2.466 -5.079 1.654 0.0 0.0 0.0 -0.0070
H -3.240 -3.716 2.401 0.0 0.0 0.0 0.0036
H -1.393 -1.937 4.323 0.1 0.2 -0.1 -0.0009
H -0.855 -2.967 5.653 0.0 0.0 0.0 0.0417
H -2.542 -2.983 5.148 0.0 0.0 0.0 0.0397
H 1.103 -3.646 2.717 -0.2 -0.3 0.1 -0.0214
H 0.797 -5.378 2.550 0.0 0.0 0.0 0.0391
H 1.179 -4.699 4.127 0.0 0.0 0.0 0.0490
H -2.841 -5.892 4.564 0.0 0.0 0.0 0.0398
H -1.248 -6.112 5.286 0.0 0.0 0.0 0.0409
H -1.583 -6.761 3.681 0.0 0.0 0.0 0.0370
C -3.438 0.880 3.063 0.0 0.0 0.0 -0.2744
As -3.133 0.296 1.234 -0.1 0.0 -0.2 0.9866
C -4.700 -0.806 0.945 0.0 0.0 0.0 -0.2944
C -3.579 1.889 0.225 0.0 0.0 0.0 -0.2738
H -4.490 1.147 3.159 0.0 0.0 0.0 0.0403
H -2.836 1.758 3.296 0.0 0.0 0.0 0.0275
H -3.203 0.082 3.766 0.0 0.0 0.0 0.0253
H -5.605 -0.232 1.137 0.0 0.0 0.0 0.0407
H -4.680 -1.669 1.610 0.0 0.0 0.0 0.0175
H -4.700 -1.152 -0.088 0.0 0.0 0.0 0.0272
H -4.557 2.278 0.504 0.0 0.0 0.0 0.0430
H -3.564 1.628 -0.833 0.0 0.0 0.0 0.0306
H -2.814 2.645 0.401 0.0 0.0 0.0 0.0133
N 3.708 -0.594 6.028 0.0 0.0 0.0 0.1966
C 2.944 -0.592 5.172 0.0 0.0 0.0 -0.1524
C 1.982 -0.590 4.104 0.0 0.0 0.0 -0.1909
C 0.908 0.292 4.122 0.0 0.0 0.0 0.0227
C 0.005 0.258 3.079 0.0 0.0 0.0 -0.1576
N 0.107 -0.595 2.051 0.0 0.0 -0.1 -0.1559
C 1.147 -1.439 2.041 0.0 0.2 0.0 -0.1595
C 2.101 -1.472 3.039 0.1 0.2 0.0 0.0081
H 0.781 0.997 4.931 0.0 0.0 0.0 0.1343
H -0.824 0.946 3.048 0.0 0.0 0.0 0.0767
H 1.214 -2.099 1.187 0.0 0.0 0.0 0.0890
H 2.922 -2.173 2.984 0.0 0.0 0.0 0.1388
O -0.841 -0.969 -3.781 0.1 -0.1 0.1 -0.2966
S -1.046 -0.208 -2.593 -0.3 -0.2 0.2 0.1916
O -2.002 -0.845 -1.618 0.2 0.7 -0.3 -0.6428
O -1.252 1.208 -2.699 0.0 0.0 -0.1 -0.4144
S 0.766 -0.461 -1.361 -0.1 0.1 0.0 0.2224
C 4.234 3.820 -3.659 0.0 0.0 0.0 -0.2066
Si 3.257 2.411 -2.896 0.0 0.0 0.0 0.3404
C 2.618 1.290 -4.251 0.0 0.0 0.0 -0.1942
C 4.312 1.448 -1.681 0.0 0.0 0.0 -0.2095
Si 1.481 3.473 -1.754 -0.1 0.0 -0.1 0.2663
Te 0.613 1.632 -0.174 0.2 -0.1 0.2 0.7683
Si 2.189 4.807 0.076 0.1 0.0 0.0 0.3112
C 0.692 5.097 1.177 0.0 0.0 0.0 -0.2209
C 3.519 3.930 1.068 0.0 0.0 0.0 -0.2191
C 2.865 6.432 -0.563 0.0 0.0 0.0 -0.1998
Si -0.236 4.412 -3.059 -0.1 0.0 -0.1 0.3500
C -1.831 4.373 -2.079 0.0 0.0 0.0 -0.2081
C -0.404 3.520 -4.690 0.0 0.0 0.0 -0.2020
C 0.273 6.188 -3.396 0.0 0.0 0.0 -0.2136
H 5.143 3.440 -4.132 0.0 0.0 0.0 0.0402
H 4.532 4.565 -2.919 0.0 0.0 0.0 0.0194
H 3.648 4.325 -4.430 0.0 0.0 0.0 0.0320
H 3.460 0.753 -4.696 0.0 0.0 0.0 0.0433
H 2.138 1.869 -5.042 0.0 0.0 0.0 0.0241
H 1.900 0.550 -3.894 0.0 0.0 0.0 -0.0005
H 5.046 0.859 -2.235 0.0 0.0 0.0 0.0399
H 3.715 0.760 -1.079 0.0 0.0 0.0 -0.0017
H 4.852 2.109 -1.002 0.0 0.0 0.0 0.0206
H 0.326 4.157 1.604 0.0 0.0 0.0 -0.0025
H -0.132 5.560 0.631 0.0 0.0 0.0 0.0233
H 0.952 5.753 2.011 0.0 0.0 0.0 0.0394
H 3.235 2.904 1.308 0.0 0.0 0.0 0.0019
H 3.697 4.462 2.006 0.0 0.0 0.0 0.0387
H 4.464 3.901 0.523 0.0 0.0 0.0 0.0260
H 2.154 6.957 -1.199 0.0 0.0 0.0 0.0122
H 3.781 6.282 -1.136 0.0 0.0 0.0 0.0274
H 3.105 7.085 0.280 0.0 0.0 0.0 0.0412
H -2.048 3.364 -1.725 0.0 0.0 -0.1 -0.0172
H -2.655 4.682 -2.728 0.0 0.0 0.0 0.0455
H -1.805 5.054 -1.227 0.0 0.0 0.0 0.0261
H -0.690 2.477 -4.560 0.0 0.1 0.0 0.0140
H 0.523 3.559 -5.264 0.0 0.0 0.0 0.0243
H -1.178 4.013 -5.285 0.0 0.0 0.0 0.0430
H 0.282 6.791 -2.489 0.0 0.0 0.0 0.0170
H -0.445 6.641 -4.085 0.0 0.0 0.0 0.0394
H 1.260 6.253 -3.858 0.0 0.0 0.0 0.0321
```
Positions in Å, forces in eV/Å.

Summary:
Total charge: +1
F_max in Eh/bohr: 0.014

This record from the Open Molecules 2025 dataset describes a molecular structure, CH18O8 at a distorted geometry. The level of theory is ωB97M-V/def2-TZVPD.

```
27
Properties=species:S:1:pos:R:3:forces:R:3:nbo_charge:R:1
C -2.735 15.072 8.515 0.8 -0.4 0.5 -0.2297
O -1.800 14.621 7.551 -1.5 -4.2 4.7 -0.6782
H -3.724 15.049 8.058 0.6 -0.1 0.0 0.1627
H -2.849 14.522 9.449 0.5 -0.7 0.0 0.1673
H -2.387 16.077 8.755 -0.8 -3.1 0.0 0.1386
H -0.955 14.450 7.973 0.1 -0.3 0.4 0.4831
O -2.835 17.588 8.620 -0.8 4.9 7.6 -0.8567
H -3.458 18.050 9.181 -0.1 0.7 0.2 0.5106
H -2.148 17.293 9.217 0.5 0.9 0.5 0.5131
O -6.340 16.065 6.145 -5.9 -2.5 -5.2 -1.0259
H -5.724 16.396 6.799 -3.6 -1.3 -3.3 0.4072
H -7.117 16.614 6.247 -0.6 -0.2 -0.5 0.4334
O -2.423 18.397 5.366 0.7 4.2 -3.3 -0.9849
H -2.619 17.773 6.065 0.0 1.3 -1.4 0.4237
H -2.441 19.252 5.796 0.3 0.4 -0.3 0.4322
O -0.806 18.768 7.636 0.2 0.4 0.9 -0.9348
H -1.073 17.850 7.686 0.6 -0.1 -0.8 0.4500
H 0.142 18.735 7.503 0.2 0.0 -0.3 0.4805
O -2.923 16.831 6.694 -5.6 -2.5 1.2 -0.8795
H -2.868 17.290 7.532 -0.2 -0.2 -1.5 0.4443
H -3.810 16.471 6.676 1.0 -0.1 -1.1 0.4943
O -4.975 16.676 7.424 5.0 3.8 10.0 -0.7802
H -5.160 16.173 8.216 -0.1 -0.4 0.6 0.5120
H -5.141 17.585 7.673 0.1 0.7 -0.2 0.5120
O -1.329 15.859 5.840 6.2 -1.1 -4.8 -1.0575
H -1.313 15.179 6.514 0.1 1.2 -2.2 0.4316
H -2.083 16.404 6.065 1.8 -1.4 -1.5 0.4306
```
Positions in Å, forces in eV/Å.

Summary:
F_max in Eh/bohr: 0.230
Relative energy (zero: lowest compared OMol25 entry of this formula, charge and spin) in eV: 13.7162

| no. | DFT total energy (Eh) |
| --- | --- |
| 1 | -2435.9037 |
| 2 | -1442.7989 |
| 3 | -6763.1580 |
| 4 | -650.2927 |